DFT (ωB97M-V/def2-TZVPD) results for a structure of composition C31H61NO11S2.

XYZ file:
```
106
Properties=species:S:1:pos:R:3:forces:R:3:mulliken_charge:R:1
C -1.6230 -1.6449 -2.0303 -3.54 1.11 -3.68 -1.48
C -2.7790 -0.6573 -2.1600 -1.07 -2.44 -0.55 0.57
O -2.6574 0.5528 -2.2981 -0.44 -13.73 -7.97 0.01
C -4.2060 -1.1287 -2.0941 0.13 -0.89 0.05 -1.56
H -0.7058 -1.1109 -1.7822 -2.25 0.34 -0.63 -0.29
H -1.4979 -2.1951 -2.9629 -0.38 -0.03 -0.24 1.08
H -1.9655 -2.3825 -1.3045 -0.05 -0.07 -1.86 0.53
H -4.6086 -1.2027 -3.1043 0.04 0.17 -0.16 0.44
H -4.8038 -0.4366 -1.5009 -0.02 -0.21 -0.36 0.36
H -4.2864 -2.1236 -1.6561 -0.09 0.06 0.14 0.36
C 2.2819 -1.4014 1.5653 2.46 4.68 3.40 -1.44
C 2.8976 -0.3811 2.4742 2.02 1.84 1.53 0.15
O 2.2369 0.4359 3.1293 -0.56 -2.29 -0.75 -0.48
C 4.4069 -0.2464 2.6384 -0.01 -0.41 -0.37 -1.55
H 2.7492 -2.3840 1.6300 1.40 1.10 0.71 0.62
H 2.3223 -0.9164 0.5900 0.32 -0.56 -0.01 0.26
H 1.2431 -1.3624 1.8929 1.42 0.08 1.05 0.70
H 4.8383 0.2962 1.7972 -0.24 -0.49 -0.13 0.36
H 4.8707 -1.2327 2.6186 0.23 0.04 0.58 0.44
H 4.6545 0.4335 3.4536 -0.07 -0.69 0.52 0.36
C 3.8987 0.0166 -1.4091 1.30 -0.38 1.32 -1.22
C 3.2561 0.9354 -0.3937 3.11 2.43 1.57 0.32
O 3.8909 1.3569 0.6269 -1.66 -1.36 -3.90 -0.74
C 1.9337 1.4789 -0.7477 3.57 -0.14 2.09 -0.63
H 4.8908 -0.2565 -1.0498 0.03 0.02 0.02 0.54
H 3.9829 0.5271 -2.3685 0.19 -0.20 0.09 0.47
H 3.2974 -0.8855 -1.5222 0.52 0.18 -0.03 0.22
H 1.9797 2.0395 -1.6814 0.33 0.50 0.56 1.86
H 1.5676 2.0245 0.1220 0.96 -1.57 -2.25 -1.72
H 1.3967 0.5793 -1.0484 2.14 1.82 1.89 -0.11
C -1.9657 -4.6800 0.7096 -1.01 0.33 0.19 -0.28
C -1.0510 -5.5996 1.4500 0.43 -0.98 -0.71 0.24
O -1.3263 -6.7572 1.6843 -0.29 0.16 0.19 -0.61
C 0.3445 -5.0686 1.7147 -2.08 -1.13 2.25 -0.16
H -2.3846 -5.0397 -0.2302 0.24 -0.68 -0.07 0.28
H -1.5541 -3.6993 0.4715 0.03 -1.48 0.69 -0.40
H -2.8680 -4.4659 1.2824 -0.06 -0.08 0.39 0.52
H 0.9738 -5.7253 1.1141 -0.31 -0.21 1.90 0.10
H 0.5182 -5.2182 2.7803 0.23 -0.01 0.14 0.51
H 0.3859 -4.0094 1.4608 -0.04 -1.81 1.01 -0.52
C 0.8905 -4.5322 -0.6360 1.22 -0.03 -1.67 -1.50
C 1.0185 -3.1101 -0.1774 1.62 1.48 -0.26 0.90
O 1.3159 -2.8131 0.9927 -4.48 -5.63 -5.82 -0.37
C 0.9438 -1.9476 -1.1629 1.82 -3.63 1.42 -1.20
H 1.4370 -5.1245 0.0979 -0.14 0.51 -1.80 0.37
H 1.3371 -4.7756 -1.6000 0.23 0.85 -0.40 0.47
H -0.1447 -4.8355 -0.7923 0.05 -0.07 0.51 0.24
H 0.0077 -2.0973 -1.7010 2.38 -0.77 0.00 0.35
H 1.7983 -1.8778 -1.8359 -0.36 -1.67 0.54 1.73
H 1.0053 -0.9684 -0.6880 -0.05 -2.12 0.43 -0.47
C 1.5677 -0.0782 -2.6464 -0.12 -1.09 -5.07 -0.67
C 0.7293 0.4060 -3.8017 1.21 1.16 -4.46 0.16
O 1.2616 1.0824 -4.7183 -0.86 -1.53 2.36 -0.74
C -0.7265 -0.0159 -3.9735 1.39 -0.29 -0.78 -0.78
H 0.7975 -0.2864 -1.9036 2.16 -0.95 -2.14 1.45
H 2.2656 0.7215 -2.3984 -0.76 -1.51 -1.54 -0.83
H 2.0407 -0.9891 -3.0133 0.53 0.47 -0.55 1.60
H -0.8388 -1.0180 -3.5598 0.48 1.18 -1.21 0.29
H -1.0082 -0.0497 -5.0260 0.21 0.29 -0.04 0.52
H -1.3773 0.6508 -3.4076 0.75 -0.71 -1.38 0.26
C -4.7239 1.1936 1.9338 -0.38 -0.10 0.24 -1.28
C -4.3616 0.0780 0.9687 -0.62 0.69 -0.06 -0.11
O -5.1117 -0.8247 0.6520 0.17 0.33 0.68 -0.61
C -3.0470 0.2654 0.3255 -0.46 -0.87 1.53 1.20
H -4.7752 0.7864 2.9436 -0.03 -0.01 0.09 0.32
H -5.7003 1.6197 1.7034 -0.10 -0.20 -0.04 0.32
H -3.9994 2.0077 1.9145 0.02 -0.17 0.05 0.30
H -2.4024 0.9999 0.8084 -0.82 -0.06 0.24 0.17
H -3.1614 0.5564 -0.7187 -2.46 -1.29 2.35 -0.13
H -2.5239 -0.6899 0.2822 -1.40 0.95 0.31 -0.11
C -0.1092 -0.0312 0.6091 -2.34 -3.50 0.28 2.00
C -0.9143 -1.2305 0.2837 -0.63 -3.22 1.48 0.85
N -1.5617 -2.1861 -0.0039 3.31 4.33 6.29 -0.59
H 0.6371 -0.3155 1.3509 -1.02 0.89 -0.22 -1.07
H -0.7574 0.7603 0.9855 -0.41 -2.52 0.05 -0.27
H 0.4024 0.3431 -0.2776 -1.66 -0.46 1.68 -2.11
C -1.3608 3.5123 0.2695 -8.04 0.21 -7.21 -0.65
C -2.5975 3.2112 -0.6069 -0.46 -0.96 -0.16 -1.96
C -2.3542 2.0278 -1.5575 2.41 9.34 4.19 -0.21
S -0.6358 2.3134 -2.0518 -1.90 2.40 -1.96 1.75
O -0.6190 2.8627 -3.4326 0.37 -0.44 2.54 -0.95
O 0.1321 1.0780 -1.8290 -7.17 5.45 -0.59 -0.68
C -0.2173 3.6133 -0.7853 -0.71 -0.30 -1.95 0.02
H -1.0404 2.8217 1.0496 -6.73 -0.06 -2.12 0.15
H -1.4603 4.5044 0.7099 -4.34 -0.51 -2.06 0.82
H -2.9445 4.0344 -1.2314 0.41 0.56 0.22 0.22
H -3.4355 3.0199 0.0633 -0.27 -0.29 -0.06 0.59
H -3.0193 1.7824 -2.3855 -0.72 5.41 0.57 1.07
H -2.3319 1.1469 -0.9159 2.32 3.35 0.21 -0.31
H -0.1453 4.5847 -1.2746 -0.48 -0.07 -0.25 0.59
H 0.7769 3.4174 -0.3836 -0.32 0.45 -1.66 0.29
C 2.9368 2.9872 2.6834 -0.62 -0.93 0.07 0.72
C 1.9666 3.0603 3.8383 0.13 1.41 0.56 -1.06
C 0.5968 2.6392 3.3594 -1.61 0.81 0.43 -1.01
S 0.4577 3.1311 1.5301 8.07 2.32 7.77 2.59
O -0.2354 4.3659 1.2484 10.89 5.05 9.46 -0.86
O 0.1430 1.9508 0.7991 2.35 0.33 2.01 -1.42
C 2.2389 3.4988 1.4282 1.14 0.36 0.02 -0.95
H 3.0644 1.9130 2.5491 0.49 1.00 -0.11 -0.49
H 3.9013 3.4178 2.9525 -0.11 0.36 -0.48 0.43
H 1.8994 4.0767 4.2262 -0.03 0.31 -0.14 0.33
H 2.3680 2.5055 4.6863 -0.44 -0.50 -0.18 0.41
H -0.2079 3.2365 3.7882 0.09 0.40 0.18 0.74
H 0.3444 1.6369 3.7056 0.13 -0.33 -1.27 0.35
H 2.3797 4.5727 1.3058 -0.48 0.01 -0.17 0.53
H 2.6530 2.9390 0.5896 0.27 1.05 0.46 0.21
```
Positions in Å, forces in eV/Å.

Values from the calculation:
HOMO level ... -8.0 eV
Net charge ... 0
E ... -2894.8568 Eh
LUMO level ... 0.2 eV